[1]
Computed, not measured: C14H17AsB2F4N4O10PbSSe4 as an isolated structure, with ωB97M-V with the def2-TZVPD basis set.

Structure (XYZ):
```
58
Properties=species:S:1:pos:R:3:forces:R:3:mulliken_charge:R:1
Pb -0.03269 0.04053 -0.11337 0.0305 -0.2141 -0.6820 0.809
C -1.45495 -2.14473 3.84083 0.0308 0.0266 -0.0281 -1.637
C -1.22113 -1.25504 2.66264 -0.1521 -0.0475 0.0740 0.356
N -0.18347 -1.32274 1.92317 0.0492 0.1482 -0.0200 0.472
O 0.77204 -2.20915 2.24723 0.1007 -0.0533 0.3020 -0.509
B 2.05634 -2.07745 1.48688 0.0618 -0.1570 -0.0707 0.331
F 2.91977 -2.99463 2.01792 -0.0638 0.0886 -0.0481 -0.370
F 1.78181 -2.32036 0.12268 -0.1178 0.1761 -0.0533 0.257
O 2.71536 -0.73859 1.62125 0.1840 -0.0506 0.1688 -0.464
N 1.95529 0.31447 1.28238 -0.2430 0.0016 0.1695 0.392
C 2.34016 1.48120 1.62924 0.0897 0.1139 0.0884 0.264
C 3.63870 1.73673 2.32727 -0.0584 -0.0099 -0.0450 -1.545
C 1.36187 2.59613 1.39737 0.0399 0.0596 0.0350 0.365
N 0.27241 2.28484 0.80693 0.1840 -0.1928 0.1661 0.461
O -0.69068 3.21789 0.70535 -0.1826 0.1700 0.0338 -0.478
B -1.98980 2.66625 0.20358 -0.0964 0.1146 -0.0610 0.626
F -2.85050 3.71430 0.05007 0.1080 -0.1042 -0.0140 -0.367
F -1.72095 1.98153 -1.01643 0.0406 -0.0426 0.0862 -0.029
O -2.63517 1.70137 1.14632 -0.1341 0.1645 0.0812 -0.486
N -1.88068 0.61240 1.38077 0.2701 0.0233 0.0908 0.399
C -2.19284 -0.15625 2.34919 -0.0503 -0.0775 0.0601 0.440
C -3.40248 0.04720 3.20263 0.0199 -0.0135 -0.0344 -1.652
C 1.62630 3.96752 1.93418 0.0023 -0.0411 -0.0399 -1.508
H -0.62854 -2.83992 3.94214 -0.0003 -0.0187 0.0074 0.399
H -2.38225 -2.70517 3.71256 -0.0119 0.0154 0.0198 0.343
H -1.54114 -1.55706 4.75614 -0.0320 -0.0023 -0.0048 0.328
H 4.11299 0.78850 2.55738 0.0346 0.0083 0.0054 0.387
H 3.48904 2.30022 3.24743 0.0066 -0.0123 -0.0004 0.342
H 4.30221 2.31788 1.68303 -0.0179 0.0234 0.0153 0.322
H -4.01338 0.83931 2.78276 -0.0190 0.0125 0.0173 0.415
H -3.11655 0.32098 4.21980 0.0018 -0.0113 -0.0002 0.308
H -3.98629 -0.87262 3.25602 0.0181 0.0016 0.0249 0.377
H 2.31939 4.50128 1.27905 0.0152 -0.0210 0.0302 0.300
H 2.06729 3.92590 2.92852 0.0087 -0.0022 -0.0237 0.369
H 0.69528 4.52380 1.97246 -0.0047 0.0288 -0.0076 0.394
O 1.96046 -3.99547 -2.69681 -0.0904 0.0779 0.1240 -0.718
As 1.56292 -2.30487 -2.83263 0.4191 -0.4829 -0.2585 1.558
O 2.86070 -1.41359 -2.50210 -0.3074 0.1180 0.1748 -0.694
O 0.54200 0.03609 -2.97195 -0.0287 0.5394 -0.1279 -0.488
C 0.61934 -2.30317 -4.49014 -0.3210 0.0118 0.1367 0.245
C 1.16305 -2.28077 -5.76067 0.0530 -0.0301 0.0710 -0.871
C 0.30051 -2.29447 -6.84806 -0.0207 -0.0037 -0.0852 -0.541
C -1.07823 -2.33430 -6.66930 0.0416 -0.0135 -0.0250 -0.607
C -1.62414 -2.35189 -5.39479 0.0058 -0.0154 0.0754 -0.643
C -0.75539 -2.32684 -4.31683 0.1678 -0.0030 0.0245 0.189
S -1.35475 -2.31116 -2.65487 -0.4001 0.1982 0.2893 1.528
O -2.14852 -3.47021 -2.41356 0.1964 -0.0509 -0.0390 -0.680
O -1.97228 -1.03364 -2.37082 0.1270 -0.4792 0.0113 -0.612
O -0.00936 -2.39965 -1.84868 0.0170 -0.0046 -0.4659 -0.583
H 2.53324 -4.11445 -1.92428 0.0245 -0.0366 -0.0180 0.380
H 2.23594 -2.26088 -5.89432 0.0105 0.0141 -0.0491 0.496
H 0.70812 -2.28463 -7.85048 -0.0047 0.0098 0.0121 0.413
H -1.73024 -2.35961 -7.53198 -0.0007 0.0131 0.0049 0.420
H -2.69388 -2.39776 -5.23408 0.0114 0.0171 -0.0340 0.519
Se 0.06738 1.38145 -3.81883 0.2695 -0.3866 0.0915 0.301
Se -0.50557 3.91050 -5.30852 0.0341 0.0967 -0.0414 -0.310
Se -2.53517 3.05915 -5.11631 -0.1731 0.0282 -0.0596 -0.054
Se -2.20838 1.10692 -3.97868 -0.1429 0.2772 -0.1552 0.343
```
Forces are in eV/Å.

Calculated values
- orbital gap (spin up / spin down) (Ha) = 0.1981 / 0.1980
- E_tot (eV) = -391762.441


[2]
Computed, not measured: C14H17Cl3N5O2RuS as an isolated structure, with ωB97M-V with the def2-TZVPD basis set.

Structure (XYZ):
```
43
Properties=species:S:1:pos:R:3:forces:R:3:mulliken_charge:R:1
Ru 1.43611 -0.70727 0.37085 0.2357 0.5094 0.0068 0.486
C 2.90353 2.90548 -2.24700 0.0142 -0.0496 0.0319 -1.177
C 2.89521 1.67583 -1.37422 -0.0341 -0.0579 -0.1049 0.861
O 3.91534 1.68700 -0.54112 -0.1005 -0.1135 0.0471 -0.268
O 2.03670 0.81606 -1.47175 -0.1868 0.0847 0.1921 -0.537
H 3.88954 3.04271 -2.68642 0.0149 0.0012 -0.0092 0.347
H 2.70059 3.77605 -1.62209 -0.0014 0.0052 0.0009 0.295
H 2.14719 2.82096 -3.02155 -0.0061 -0.0235 0.0083 0.333
C 2.14962 -2.24355 -0.26989 0.0483 -0.4546 -0.0703 -0.788
H 1.56181 -3.11214 -0.60340 -0.0261 -0.0054 -0.0642 0.250
H 3.22226 -2.41511 -0.40568 0.0455 -0.0137 0.0731 0.304
C -2.27237 2.63804 -0.35485 -0.0517 -0.0132 -0.1076 -0.904
N -1.53697 2.69038 0.89869 -0.0405 0.2435 0.0812 -0.021
C -2.18617 3.27194 2.06342 -0.0426 0.0522 0.0484 -0.944
C -0.51203 1.88809 1.06236 0.4055 -0.3195 0.0800 0.484
N 0.40384 1.18901 1.16360 -0.3012 0.0313 -0.1053 -0.361
H -2.53784 3.65146 -0.65728 -0.0253 -0.0223 0.0061 0.318
H -3.18212 2.04012 -0.24996 0.0085 0.0117 -0.0287 0.322
H -1.63837 2.19779 -1.12132 -0.0326 0.0006 -0.0025 0.295
H -2.43939 4.31255 1.85431 -0.0115 -0.0481 0.0102 0.306
H -1.50212 3.24060 2.90804 -0.0275 0.0146 -0.0044 0.347
H -3.09784 2.72310 2.31749 0.0204 0.0262 0.0044 0.318
Cl 5.76116 2.58812 1.53041 -0.0137 0.0143 -0.0013 -0.163
C 5.53854 0.90536 0.97678 0.0346 -0.0751 0.0806 0.748
Cl 6.65311 0.60325 -0.38618 0.0073 0.0091 -0.0015 -0.159
Cl 5.94411 -0.18097 2.29771 0.0482 -0.0125 0.0234 -0.132
C 4.09989 0.65743 0.52862 -0.2710 0.0603 -0.0402 -0.141
N 3.30063 -0.14506 0.96043 0.3296 0.1256 -0.1010 -0.587
N -4.60088 -4.29063 0.54683 -0.0227 -0.1014 -0.2608 -0.362
C -4.16186 -3.61312 -0.53896 0.1112 -0.0145 0.2713 0.122
S -4.98291 -3.57235 -1.95811 -0.1261 -0.0060 0.0583 -0.361
C -2.88018 -2.87378 -0.33190 0.0012 0.0034 -0.1653 0.977
C -2.12427 -2.48286 -1.43222 0.0474 -0.0218 0.2190 -0.651
C -0.93386 -1.80905 -1.23062 -0.0208 -0.0166 -0.1075 -0.663
N -0.47305 -1.49370 -0.01694 0.1217 -0.0096 0.2077 0.093
C -1.20861 -1.85676 1.04588 0.0734 0.1721 -0.0539 -0.488
C -2.39827 -2.54359 0.93645 -0.0690 0.0505 -0.0905 -0.726
H -5.41194 -4.87454 0.41633 0.0063 0.0404 0.0165 0.233
H -3.96088 -4.55536 1.27722 0.0062 0.0694 0.0011 0.200
H -2.46051 -2.71107 -2.43209 -0.0344 -0.0185 -0.0085 0.374
H -0.31175 -1.50375 -2.06200 0.0100 -0.0016 0.0227 0.578
H -0.80810 -1.56824 2.01378 -0.0649 -0.0753 -0.1231 0.451
H -2.93690 -2.76839 1.84636 -0.0795 -0.0517 -0.0403 0.392
```
Forces are in eV/Å.

Calculated values
- energy above the lowest of the compared OMol25 structures with the same formula, charge and spin (kJ/mol) = 41.78
- orbital gap (spin up / spin down) (Ha) = 0.2246 / 0.2179
- ⟨S²⟩ = 0.7905
- spin multiplicity = 2
- E_tot (eV) = -77320.605


[3]
Computed, not measured: C14H17ClF5N4O8S2TeW as an isolated structure at a distorted geometry, with ωB97M-V with the def2-TZVPD basis set.

Structure (XYZ):
```
53
Properties=species:S:1:pos:R:3:forces:R:3:mulliken_charge:R:1
W -0.33080 0.27724 -0.41527 0.3058 2.1672 2.1667 0.537
O -1.00454 3.77756 -2.09175 0.0191 -0.0912 0.0392 -0.508
Cl -1.44031 2.46416 -1.90333 0.6493 -0.6718 0.6639 1.821
O -1.40624 2.09632 -0.38521 -0.2194 0.2323 -1.0373 -0.530
O -0.39383 1.46291 -2.34544 -0.6059 0.3810 0.0333 -0.562
O -2.70171 2.16492 -2.42992 0.0293 0.0284 -0.0101 -0.524
C 1.96945 -3.70380 -3.06936 0.1151 0.0514 0.1542 -1.070
C 0.47947 -3.37218 -2.93739 -0.3026 -0.4401 0.5941 -0.297
C 0.31894 -2.15418 -2.09228 2.1803 1.9296 -3.0684 0.549
N 0.56728 -1.01352 -1.96704 -0.8393 -1.9415 0.6250 -0.400
H 2.08542 -4.46265 -3.84125 -0.0795 -0.0094 -0.0009 0.391
H 2.35499 -4.09829 -2.13119 0.0264 0.0766 -0.0243 0.239
H 2.54489 -2.82407 -3.35229 -0.0114 -0.0303 -0.0031 0.354
H -0.06284 -4.20816 -2.49812 -0.0608 -0.0900 -0.0841 0.278
H 0.02768 -3.12609 -3.89870 -0.1279 0.1252 0.0620 0.373
S 3.14562 -1.15622 0.11216 0.5816 -0.0883 0.3580 -0.389
C 3.34428 -2.02726 1.59669 0.1366 0.6473 -1.1648 0.628
N 2.36458 -2.11068 2.46337 -0.5520 -0.3728 0.5785 0.683
C 2.46019 -2.84778 3.72536 -0.0144 0.1215 -0.1158 -0.544
C 3.52302 -3.92436 3.60541 -0.0062 -0.0074 -0.0222 -0.642
C 4.81434 -3.31500 3.08581 -0.0375 0.0159 -0.1956 -0.672
N 4.52919 -2.57006 1.85496 0.2405 -0.3465 0.3811 -0.217
H 1.45192 -1.75613 2.19026 0.5330 0.0400 0.1735 -0.424
H 1.47912 -3.27265 3.92529 0.0093 -0.0135 0.0563 0.321
H 2.69767 -2.14667 4.52791 -0.0078 -0.0259 0.0620 0.231
H 3.18096 -4.69299 2.90957 0.0124 -0.0198 0.0262 0.276
H 3.69422 -4.39212 4.57260 -0.0054 -0.0153 0.0115 0.389
H 5.53835 -4.08921 2.84212 0.0313 -0.0100 0.0412 0.404
H 5.26476 -2.64760 3.82289 -0.0150 -0.0020 0.0525 0.280
H 5.23791 -2.50410 1.14189 -0.1346 0.1141 0.0324 0.242
F -0.52919 -3.19979 2.04092 -0.6790 0.7972 -1.1612 -0.420
Te -0.75571 -2.73481 0.20648 2.0761 -2.5726 3.3015 1.344
F -1.67865 -0.13844 0.86033 -0.3451 -0.1824 0.3369 -0.594
F -1.77421 -0.42224 -1.41182 0.0254 -0.4411 -0.2103 -0.528
F -1.10042 -4.59566 -0.09739 -0.2809 0.7817 -0.1564 -0.415
F 1.03955 -3.38372 0.09939 -1.1709 0.1960 -0.6646 -0.353
O 0.54047 -1.01761 0.54380 -1.3373 -0.1481 -1.0870 0.999
O 0.44770 -0.07274 3.23382 -0.0747 0.2565 -0.0301 -0.578
C 0.89794 0.83600 2.58935 -0.0102 -0.1235 0.0803 0.349
N 0.24496 1.44379 1.49218 0.0570 -0.0158 -0.5137 -0.454
S 1.29832 2.34158 0.67152 0.1142 -0.4687 -0.3891 1.260
O 0.96448 3.66646 0.30325 0.1345 0.0462 0.0016 -0.597
O 1.43486 1.37379 -0.52758 -0.2972 0.2822 -0.0014 -0.578
C 2.66462 2.21980 1.72124 0.2244 -0.0592 -0.0828 0.594
C 3.91150 2.80860 1.62561 -0.0052 0.0563 0.0672 -0.830
C 4.78768 2.56417 2.67459 -0.0531 0.0514 -0.0077 -0.614
C 4.40234 1.78273 3.76487 -0.0307 -0.0219 -0.0157 -0.622
C 3.14654 1.19067 3.82293 -0.0402 -0.0098 0.0113 -0.529
C 2.27551 1.41585 2.77185 -0.1508 -0.1090 0.1663 0.387
H 4.18539 3.43908 0.79029 -0.0142 -0.0345 0.0100 0.514
H 5.77469 3.00687 2.65567 -0.0216 -0.0144 0.0084 0.444
H 5.09376 1.65067 4.58708 0.0023 -0.0399 -0.0352 0.450
H 2.83419 0.58456 4.66379 0.0273 0.0185 -0.0131 0.553
```
Forces are in eV/Å.

Calculated values
- energy above the lowest of the compared OMol25 structures with the same formula, charge and spin (kJ/mol) = 493.37
- net charge = +1
- orbital gap (spin up / spin down) (Ha) = 0.2037 / 0.1566
- E_tot (eV) = -94019.741